[1]
Computed, not measured: a structure of composition C17H14FeO8S2, with the ωB97M-V functional and the def2-TZVPD basis.

XYZ file:
```
42
C17H14FeO8S2 the ωB97M-V functional and the def2-TZVPD basis
O -6.9728 1.2572 -1.3355
C -6.3493 0.7435 -0.4981
Fe -5.4564 -0.1399 0.7003
C -6.8607 -0.5860 1.6046
O -7.8419 -1.0313 2.0514
C -5.3812 -1.5463 -0.3367
O -5.3484 -2.6101 -0.7971
C -0.5157 0.4236 0.1781
C -1.5805 1.5536 0.3389
C -2.7060 1.2724 1.2529
C -3.1460 -0.0285 1.5210
C -2.4254 -1.0948 0.8486
C -1.1605 -0.8534 0.2532
H -0.0284 0.6838 -0.8184
H -1.0756 2.5016 0.5904
H -2.0155 1.6232 -0.7224
H -3.2464 2.1102 1.6541
H -3.7953 -0.2573 2.3738
H -2.9586 -2.0339 0.7757
H -0.6800 -1.7152 -0.2303
C 1.0738 -1.5242 2.5443
O 1.9550 -0.7077 1.5536
C 1.5007 0.0106 0.5095
S 2.5156 1.5546 0.3193
O 1.6566 2.5287 -0.3122
O 3.1868 1.8524 1.5606
C 3.7878 0.9580 -0.8107
C 3.4452 -0.1663 -1.5321
C 4.2535 -0.6422 -2.5625
C 5.5228 -0.0762 -2.7454
C 5.9268 0.9922 -1.9344
C 5.0484 1.5246 -0.9844
S 1.7983 -0.7683 -1.1349
O 1.8048 -2.2070 -1.0353
O 0.9745 -0.1495 -2.1579
H 1.6931 -1.6859 3.4336
H 0.1742 -0.9327 2.7729
H 0.8057 -2.4642 2.0536
H 3.8939 -1.4805 -3.1569
H 6.2041 -0.5560 -3.4393
H 6.9546 1.3283 -1.9986
H 5.3683 2.3388 -0.3473
```

Calculated values
Total charge: 0
Calculated total energy: -90283.541 eV
Spin multiplicity: 5
HOMO level (alpha / beta): -6.5 / -9.1 eV
Relative energy (zero: lowest compared OMol25 entry of this formula, charge and spin): 0.618 eV

***

[2]
Computed, not measured: a structure of composition C17H14IrN2O3S, with the ωB97M-V functional and the def2-TZVPD basis.

XYZ file:
```
38
C17H14IrN2O3S the ωB97M-V functional and the def2-TZVPD basis
Ir 0.8239 -0.5119 -0.3083
C -1.5021 -4.8056 -0.5392
O -2.8020 -4.2461 -0.4986
C -3.0520 -3.0301 0.0933
C -4.3477 -2.9439 0.6052
C -4.7933 -1.7541 1.1636
C -3.9710 -0.6556 1.1817
C -2.6551 -0.6790 0.6491
C -1.9861 0.5737 0.6523
N -0.7646 0.8691 0.2018
N -0.3523 2.1237 0.3988
C 0.8651 2.4284 0.0915
O 1.7662 1.5192 -0.4784
C 1.3884 3.7643 0.3041
C 0.5369 4.8295 0.6349
C 1.0468 6.0948 0.8515
C 2.4122 6.3365 0.7394
C 3.2610 5.2894 0.4065
C 2.7602 4.0174 0.1865
C -2.1895 -1.9332 0.1343
O -0.9255 -2.0718 -0.4302
H -1.6385 -5.8295 -0.8865
H -1.0493 -4.8269 0.4549
H -0.8432 -4.2787 -1.2265
H -4.9729 -3.8242 0.5415
H -5.7928 -1.6966 1.5772
H -4.3315 0.2769 1.5987
H -2.5400 1.4047 1.0820
H -0.5221 4.6304 0.7221
H 0.3766 6.9093 1.1005
H 2.8092 7.3294 0.9126
H 4.3262 5.4655 0.3166
H 3.4324 3.2061 -0.0661
S 3.9870 0.1935 0.1914
C 2.3703 0.5425 0.4395
C 0.2222 -2.3052 0.4761
H -0.1280 -2.3887 1.5051
H 0.6924 -3.2427 0.1794
```

Calculated values
Total charge: -1
Calculated total energy: -40647.054 eV
Spin multiplicity: 5
HOMO level (alpha / beta): -2.4 / -4.6 eV
Relative energy (zero: lowest compared OMol25 entry of this formula, charge and spin): 1.744 eV

***

[3]
Computed, not measured: a cluster of 2 separate species, C17H14N2S in total, with the ωB97M-V functional and the def2-TZVPD basis.

XYZ file:
```
34
C17H14N2S the ωB97M-V functional and the def2-TZVPD basis
C 4.2194 1.0032 0.0391
N 2.8285 0.5394 0.0233
C 1.7272 1.3401 -0.0676
C 0.5596 0.5621 -0.0156
C -0.7586 1.0592 0.0411
C -1.9786 0.2938 0.0068
C -2.2039 -0.7532 -0.9172
C -3.3835 -1.4598 -0.9022
C -4.3594 -1.1764 0.0396
C -4.1715 -0.1464 0.9454
C -3.0188 0.5991 0.9117
C 1.0041 -0.8060 0.1421
C 0.3144 -2.0028 0.3523
C 1.0259 -3.1652 0.5183
C 2.4222 -3.1657 0.4824
C 3.1213 -1.9943 0.3103
C 2.4121 -0.8002 0.1498
H 4.9090 0.1646 0.1318
H 4.4412 1.5397 -0.8829
H 4.3794 1.6799 0.8783
H 1.7710 2.4095 -0.1558
H -0.8476 2.1155 0.2289
H -1.4478 -0.9786 -1.6510
H -3.5479 -2.2468 -1.6201
H -5.2684 -1.7560 0.0687
H -4.9284 0.0714 1.6820
H -2.8800 1.4157 1.6008
H -0.7584 -2.0072 0.3983
H 0.4984 -4.0892 0.6820
H 2.9561 -4.0961 0.5936
H 4.1960 -1.9912 0.3015
N -1.6288 5.0344 -0.6554
C -1.1341 5.8568 -1.3606
S -0.4704 6.9508 -2.2997
```

Calculated values
Total charge: 0
Calculated total energy: -31668.959 eV
HOMO level: -5.6 eV
Relative energy (zero: lowest compared OMol25 entry of this formula, charge and spin): 1.529 eV

***

[4]
Computed, not measured: a structure of composition C17H14N3O3Pt, with the ωB97M-V functional and the def2-TZVPD basis.

XYZ file:
```
38
C17H14N3O3Pt the ωB97M-V functional and the def2-TZVPD basis
Pt 0.4005 -0.1632 0.0571
O 0.8238 -0.3949 1.9836
C 0.5047 -1.4645 2.6365
C 1.0018 -1.5819 3.9637
C 0.7317 -2.6695 4.7496
C -0.0530 -3.7339 4.2761
C -0.5483 -3.6461 2.9997
C -0.3128 -2.5351 2.1668
C -0.9177 -2.5912 0.8525
N -0.9935 -1.6169 0.0245
C -1.4796 -1.8443 -1.3410
C -0.4105 -1.3386 -2.3177
N -0.0935 -0.0022 -1.8492
C 0.0808 0.9879 -2.6628
C 0.1263 2.3649 -2.3194
C 0.6361 3.2636 -3.2845
C 0.6834 4.6124 -3.0767
C 0.1739 5.1126 -1.8493
C -0.3675 4.2963 -0.9072
C -0.4444 2.8533 -1.0705
O -1.0115 2.1249 -0.2324
H 1.6176 -0.7661 4.3186
H 1.1432 -2.7080 5.7521
H -0.2555 -4.5974 4.8948
H -1.1551 -4.4537 2.6017
H -1.3306 -3.5571 0.5535
H -1.7135 -2.9001 -1.5106
H -2.3850 -1.2508 -1.4839
H 0.4819 -1.9688 -2.2708
H -0.8088 -1.3377 -3.3382
H 0.1351 0.7410 -3.7286
H 1.0195 2.8472 -4.2126
H 1.1025 5.2808 -3.8167
H 0.2051 6.1825 -1.6652
H -0.7713 4.6923 0.0171
O 4.5048 0.6103 0.6647
C 3.4083 0.4524 0.2156
N 2.3537 0.3003 -0.3055
```

Calculated values
Total charge: -1
Calculated total energy: -31717.425 eV
HOMO level: -4.0 eV
Relative energy (zero: lowest compared OMol25 entry of this formula, charge and spin): 0.548 eV

***

[5]
Computed, not measured: a structure of composition C17H14N3O3SZn, with the ωB97M-V functional and the def2-TZVPD basis.

XYZ file:
```
39
C17H14N3O3SZn the ωB97M-V functional and the def2-TZVPD basis
Zn 0.1166 -0.3921 1.2062
S -2.9530 2.7377 0.2573
C -1.4392 3.5262 0.0995
C -0.3914 2.6864 0.3349
C -0.7657 1.3483 0.6511
C -2.1267 1.2338 0.6539
C -2.8351 -0.0003 0.9201
C -4.2321 -0.1119 0.9644
C -4.8022 -1.3359 1.2499
C -3.9814 -2.4408 1.4525
C -2.6108 -2.2549 1.3704
N -2.0559 -1.0757 1.1319
H -1.4221 4.5800 -0.1389
H 0.6377 3.0206 0.2793
H -4.8433 0.7640 0.7903
H -5.8790 -1.4357 1.3139
H -4.3987 -3.4127 1.6772
H -1.9095 -3.0737 1.4920
C -1.3259 0.0927 -4.6009
C -2.0634 -0.8059 -3.8456
C -1.7446 -0.9529 -2.5014
N -0.7684 -0.2787 -1.9085
C -0.0642 0.5782 -2.6350
C -0.3065 0.8021 -3.9840
H -1.5435 0.2407 -5.6517
H -2.8692 -1.3814 -4.2828
H -2.2984 -1.6433 -1.8710
H 0.7263 1.0990 -2.1051
H 0.2869 1.5162 -4.5400
O 2.2481 0.5582 4.7079
C 1.4974 0.1524 3.8630
N 0.7379 -0.2588 3.0516
C 2.4775 -3.1599 -0.4022
C 1.5415 -2.0991 0.1683
O 0.5152 -2.4833 0.7846
O 1.8315 -0.8872 0.0044
H 2.9458 -3.6932 0.4258
H 3.2508 -2.6944 -1.0092
H 1.9034 -3.8713 -0.9949
```

Calculated values
Total charge: -1
Calculated total energy: -87726.165 eV
HOMO level: -5.0 eV
Relative energy (zero: lowest compared OMol25 entry of this formula, charge and spin): 0.236 eV

***

[6]
Computed, not measured: a structure of composition C17H14N5O8S2W, with the ωB97M-V functional and the def2-TZVPD basis.

XYZ file:
```
47
C17H14N5O8S2W the ωB97M-V functional and the def2-TZVPD basis
W 0.4678 0.8470 0.3400
C -3.7356 -0.3335 -0.2595
C -2.4011 0.3325 -0.2622
N -1.4678 0.0760 0.6156
N -1.7753 -0.8001 1.6528
C -0.5481 -1.0329 2.4144
N -0.9332 -1.8824 3.5282
S 0.0377 0.6321 2.8163
C -2.0448 1.3934 -1.1600
C -2.8817 1.8876 -2.1684
C -2.4843 2.9856 -2.8856
C -1.2526 3.5737 -2.5796
C -0.4591 3.0327 -1.6054
N -0.8354 1.9435 -0.8932
H -3.9983 -0.6491 0.7495
H -3.7492 -1.2088 -0.9153
H -4.5094 0.3516 -0.6014
H -2.1584 -1.6726 1.3011
H -1.4520 -1.3263 4.2003
H -0.0963 -2.2212 3.9869
H -3.8186 1.3885 -2.3658
H -3.1074 3.3853 -3.6744
H -0.8901 4.4357 -3.1208
H 0.5075 3.4498 -1.3821
O 4.1790 2.3308 0.8977
C 2.9966 2.1286 0.8941
O 2.3929 0.9679 1.0448
C 1.9534 3.2638 0.7219
O 2.2355 4.4129 0.5123
O 0.7200 2.8014 0.8361
O 1.0715 0.1128 -3.4655
S 1.4561 -0.0595 -2.0939
O 2.4886 -1.0242 -1.8376
O 0.1842 -0.4372 -1.2373
O 1.7188 1.2741 -1.4042
N 4.1414 -4.8031 -0.9869
C 3.3912 -4.1207 -0.4458
C 2.4147 -3.3105 0.2404
C 2.8133 -2.4098 1.2132
C 1.8541 -1.6581 1.8799
C 0.5027 -1.7858 1.5682
C 0.1259 -2.6895 0.5659
C 1.0636 -3.4462 -0.0928
H 3.8617 -2.2750 1.4375
H 2.1568 -0.9490 2.6357
H -0.9095 -2.7907 0.2704
H 0.7733 -4.1209 -0.8856
```

Calculated values
Total charge: -1
Calculated total energy: -65187.837 eV
HOMO level (alpha / beta): -4.5 / -4.5 eV
Relative energy (zero: lowest compared OMol25 entry of this formula, charge and spin): 0.000 eV